The following is a quantum chemistry calculation of a structure of composition C21H18N3O9Pt, from the Open Molecules 2025 dataset.

Its total charge is -1. The calculation puts the HOMO energy at -0.2143 Ha. The HOMO-LUMO gap is 8.02 eV. For the LUMO energy, the calculation gives 2.18 eV. Its multiplicity is 1.

CARTESIAN COORDINATES (ANGSTROEM)
Pt: -0.090 0.949 0.847
O: 3.988 1.345 1.605
C: 2.816 1.015 1.713
O: 1.882 1.453 0.948
C: 2.456 0.037 2.822
C: 3.419 -0.123 3.799
C: 3.228 -0.970 4.879
C: 2.063 -1.705 5.001
C: 1.126 -1.584 4.008
C: 1.242 -0.704 2.892
O: 0.250 -0.643 2.064
N: -0.077 -2.404 4.163
O: -0.635 -2.385 5.247
O: -0.426 -3.093 3.226
N: 4.254 -1.101 5.900
O: 4.049 -1.877 6.821
O: 5.265 -0.432 5.791
H: 4.335 0.440 3.692
H: 1.894 -2.355 5.846
O: 0.568 4.259 0.970
C: 0.048 3.870 -0.040
C: -0.239 4.728 -1.270
C: -1.101 3.840 -2.159
C: -1.145 2.519 -1.415
O: -1.808 1.546 -1.768
N: -0.398 2.573 -0.290
H: 0.715 4.999 -1.723
H: -0.727 5.647 -0.950
H: -0.681 3.662 -3.148
H: -2.118 4.207 -2.297
C: -2.948 -1.242 1.657
C: -2.458 -0.859 0.240
C: -3.678 -0.766 -0.692
C: -1.876 0.490 0.497
C: -1.458 -1.855 -0.332
C: -0.756 -1.503 -1.485
C: 0.148 -2.381 -2.059
C: 0.363 -3.632 -1.492
C: -0.335 -3.989 -0.351
C: -1.241 -3.107 0.225
H: -3.590 -0.457 2.064
H: -2.112 -1.407 2.332
H: -3.544 -2.154 1.590
H: -4.419 -0.072 -0.284
H: -4.137 -1.752 -0.784
H: -3.384 -0.415 -1.679
H: -2.663 1.247 0.563
H: -0.915 -0.524 -1.919
H: 0.697 -2.084 -2.944
H: 1.078 -4.315 -1.932
H: -0.163 -4.952 0.113
H: -1.743 -3.398 1.135

List of natural (NBO) charges in e, atom by atom: number 1, Pt, carries 0.9175; number 2, O, carries -0.6631; number 3, C, carries 0.7928; number 4, O, carries -0.7751; number 5, C, carries -0.2750; number 6, C, carries -0.0955; number 7, C, carries -0.0678; number 8, C, carries -0.1388; number 9, C, carries -0.0759; number 10, C, carries 0.4927; number 11, O, carries -0.7259; number 12, N, carries 0.5382; number 13, O, carries -0.3967; number 14, O, carries -0.3765; number 15, N, carries 0.5383; number 16, O, carries -0.4173; number 17, O, carries -0.3934; number 18, H, carries 0.2738; number 19, H, carries 0.2577; number 20, O, carries -0.5627; number 21, C, carries 0.6909; number 22, C, carries -0.5146; number 23, C, carries -0.5034; number 24, C, carries 0.6873; number 25, O, carries -0.6437; number 26, N, carries -0.6383; number 27, H, carries 0.2353; number 28, H, carries 0.2276; number 29, H, carries 0.2314; number 30, H, carries 0.2272; number 31, C, carries -0.6006; number 32, C, carries -0.2316; number 33, C, carries -0.5902; number 34, C, carries 0.0824; number 35, C, carries -0.0218; number 36, C, carries -0.1588; number 37, C, carries -0.2303; number 38, C, carries -0.2210; number 39, C, carries -0.2090; number 40, C, carries -0.1980; number 41, H, carries 0.2104; number 42, H, carries 0.2508; number 43, H, carries 0.2201; number 44, H, carries 0.1983; number 45, H, carries 0.2090; number 46, H, carries 0.2344; number 47, H, carries 0.1405; number 48, H, carries 0.2309; number 49, H, carries 0.2053; number 50, H, carries 0.2035; number 51, H, carries 0.2068; number 52, H, carries 0.2221

The following is a quantum chemistry calculation of an isolated molecule of C21H18N4O4S2, from the Open Molecules 2025 dataset.

Its total charge is 0. The calculation puts the HOMO energy at -0.3237 Ha. The SMILES is O=[N+]([O-])c1ccc(NC(=S)N/C(=N/CS(=O)(=O)c2ccccc2)c2ccccc2)cc1. The HOMO-LUMO gap is 8.02 eV. For the LUMO energy, the calculation gives -0.79 eV. Its multiplicity is 1.

CARTESIAN COORDINATES (ANGSTROEM)
O: -7.103 -0.768 0.218
N: -6.356 -0.093 -0.461
O: -6.707 0.851 -1.140
C: -4.961 -0.425 -0.454
C: -4.076 0.312 -1.238
C: -2.738 0.005 -1.213
C: -2.258 -1.041 -0.410
N: -0.896 -1.246 -0.438
C: -0.102 -2.145 0.174
S: -0.536 -3.436 1.100
N: 1.253 -1.956 -0.024
C: 1.919 -0.881 -0.554
N: 1.246 0.065 -1.110
C: 1.809 1.316 -1.422
S: 1.783 2.239 0.192
O: 2.023 3.630 -0.072
O: 2.676 1.541 1.078
C: 0.102 2.006 0.781
C: -0.906 2.803 0.273
C: -2.204 2.609 0.716
C: -2.475 1.621 1.650
C: -1.455 0.828 2.152
C: -0.155 1.024 1.716
C: 3.389 -0.959 -0.419
C: 4.205 -0.853 -1.542
C: 5.579 -0.922 -1.408
C: 6.147 -1.087 -0.155
C: 5.338 -1.199 0.963
C: 3.963 -1.146 0.835
C: -3.159 -1.784 0.359
C: -4.501 -1.473 0.337
H: -4.459 1.114 -1.850
H: -2.040 0.571 -1.810
H: -0.334 -0.533 -0.940
H: 1.828 -2.676 0.398
H: 1.171 1.858 -2.116
H: 2.854 1.333 -1.738
H: -0.657 3.576 -0.437
H: -3.003 3.228 0.337
H: -3.488 1.472 1.994
H: -1.670 0.064 2.883
H: 0.669 0.443 2.101
H: 3.759 -0.744 -2.521
H: 6.207 -0.844 -2.283
H: 7.221 -1.128 -0.052
H: 5.779 -1.329 1.939
H: 3.334 -1.211 1.710
H: -2.806 -2.595 0.971
H: -5.208 -2.032 0.930

List of natural (NBO) charges in e, atom by atom: number 1, O, carries -0.3796; number 2, N, carries 0.5281; number 3, O, carries -0.3863; number 4, C, carries -0.0185; number 5, C, carries -0.1758; number 6, C, carries -0.1920; number 7, C, carries 0.1848; number 8, N, carries -0.6102; number 9, C, carries 0.2867; number 10, S, carries -0.1945; number 11, N, carries -0.6031; number 12, C, carries 0.5050; number 13, N, carries -0.5779; number 14, C, carries -0.4451; number 15, S, carries 2.1407; number 16, O, carries -0.9328; number 17, O, carries -0.9518; number 18, C, carries -0.2542; number 19, C, carries -0.2152; number 20, C, carries -0.2128; number 21, C, carries -0.1824; number 22, C, carries -0.2021; number 23, C, carries -0.2186; number 24, C, carries -0.1531; number 25, C, carries -0.1858; number 26, C, carries -0.2073; number 27, C, carries -0.1862; number 28, C, carries -0.2183; number 29, C, carries -0.1094; number 30, C, carries -0.2494; number 31, C, carries -0.1585; number 32, H, carries 0.2489; number 33, H, carries 0.2132; number 34, H, carries 0.4510; number 35, H, carries 0.4386; number 36, H, carries 0.2281; number 37, H, carries 0.2303; number 38, H, carries 0.2366; number 39, H, carries 0.2251; number 40, H, carries 0.2251; number 41, H, carries 0.2291; number 42, H, carries 0.2408; number 43, H, carries 0.2187; number 44, H, carries 0.2210; number 45, H, carries 0.2203; number 46, H, carries 0.2218; number 47, H, carries 0.2160; number 48, H, carries 0.2605; number 49, H, carries 0.2504

The following is a quantum chemistry calculation of an isolated molecule of C21H19ClN2O4, from the Open Molecules 2025 dataset.

Its total charge is 0. The calculation puts the HOMO energy at -0.3206 Ha. The SMILES is COc1ccc(OCc2cc(C(=O)N[C@H]3CCc4ccccc43)no2)c(Cl)c1. The HOMO-LUMO gap is 9.36 eV. For the LUMO energy, the calculation gives 0.64 eV. Its multiplicity is 1.

CARTESIAN COORDINATES (ANGSTROEM)
C: 1.436 4.346 -1.855
O: 0.790 3.535 -0.900
C: 1.502 2.558 -0.290
C: 2.852 2.295 -0.501
C: 3.471 1.256 0.171
C: 2.775 0.454 1.063
O: 3.369 -0.602 1.729
C: 3.842 -1.639 0.874
C: 2.758 -1.977 -0.095
C: 1.488 -2.433 0.117
C: 0.839 -2.207 -1.125
C: -0.624 -2.331 -1.395
O: -1.115 -2.828 -2.381
N: -1.330 -1.785 -0.377
C: -2.743 -1.499 -0.459
C: -3.552 -2.101 0.708
C: -4.656 -1.077 1.015
C: -4.082 0.217 0.520
C: -4.474 1.511 0.799
C: -3.770 2.562 0.225
C: -2.698 2.320 -0.619
C: -2.310 1.020 -0.909
C: -3.010 -0.021 -0.333
N: 1.673 -1.682 -1.984
O: 2.859 -1.532 -1.359
C: 1.420 0.728 1.266
Cl: 0.501 -0.256 2.346
C: 0.791 1.767 0.615
H: 1.818 3.752 -2.691
H: 0.673 5.032 -2.220
H: 2.253 4.919 -1.407
H: 3.434 2.883 -1.191
H: 4.517 1.060 -0.004
H: 4.742 -1.333 0.329
H: 4.072 -2.476 1.536
H: 1.084 -2.866 1.007
H: -0.839 -1.348 0.391
H: -3.080 -1.885 -1.427
H: -2.891 -2.198 1.572
H: -3.947 -3.086 0.469
H: -5.567 -1.312 0.457
H: -4.912 -1.044 2.074
H: -5.305 1.706 1.461
H: -4.058 3.579 0.444
H: -2.152 3.147 -1.047
H: -1.474 0.825 -1.566
H: -0.256 1.967 0.775

List of natural (NBO) charges in e, atom by atom: number 1, C, carries -0.2533; number 2, O, carries -0.4904; number 3, C, carries 0.3179; number 4, C, carries -0.3102; number 5, C, carries -0.1735; number 6, C, carries 0.2069; number 7, O, carries -0.4992; number 8, C, carries -0.1107; number 9, C, carries 0.2745; number 10, C, carries -0.3329; number 11, C, carries 0.0453; number 12, C, carries 0.6478; number 13, O, carries -0.5841; number 14, N, carries -0.6116; number 15, C, carries -0.0883; number 16, C, carries -0.3910; number 17, C, carries -0.4259; number 18, C, carries -0.0367; number 19, C, carries -0.1972; number 20, C, carries -0.2078; number 21, C, carries -0.2237; number 22, C, carries -0.2245; number 23, C, carries 0.0326; number 24, N, carries -0.0819; number 25, O, carries -0.2601; number 26, C, carries -0.0512; number 27, Cl, carries 0.0139; number 28, C, carries -0.2747; number 29, H, carries 0.1815; number 30, H, carries 0.2032; number 31, H, carries 0.1778; number 32, H, carries 0.2249; number 33, H, carries 0.2175; number 34, H, carries 0.1955; number 35, H, carries 0.2205; number 36, H, carries 0.2472; number 37, H, carries 0.4085; number 38, H, carries 0.2425; number 39, H, carries 0.2031; number 40, H, carries 0.2195; number 41, H, carries 0.2148; number 42, H, carries 0.2182; number 43, H, carries 0.2110; number 44, H, carries 0.2125; number 45, H, carries 0.2197; number 46, H, carries 0.2213; number 47, H, carries 0.2506

The following is a quantum chemistry calculation of an isolated molecule of C21H19ClN6O2S, from the Open Molecules 2025 dataset.

Its total charge is 0. The calculation puts the HOMO energy at -0.3227 Ha. The SMILES is C[C@@H](Nc1nc(C(=O)O)nc2nc(-c3nccs3)n(Cc3ccc(Cl)cc3)c12)C1CC1. The HOMO-LUMO gap is 8.36 eV. For the LUMO energy, the calculation gives -0.42 eV. Its multiplicity is 1.

CARTESIAN COORDINATES (ANGSTROEM)
C: -1.179 3.679 1.854
C: -0.046 3.138 0.926
N: -0.209 1.666 0.999
C: 0.841 0.822 1.347
N: 1.573 1.162 2.366
C: 2.654 0.443 2.721
C: 3.541 0.818 3.975
O: 3.854 -0.101 4.774
O: 3.935 2.130 4.069
N: 3.000 -0.676 2.086
C: 2.185 -1.038 1.097
N: 2.484 -2.101 0.263
C: 1.669 -1.975 -0.695
C: 1.783 -2.741 -1.898
N: 0.859 -3.112 -2.784
C: 1.404 -3.953 -3.765
C: 2.666 -4.188 -3.672
S: 3.337 -3.381 -2.300
N: 0.591 -1.090 -0.391
C: -0.625 -0.794 -1.179
C: -1.780 -1.760 -0.820
C: -2.107 -1.806 0.555
C: -3.080 -2.612 0.979
C: -3.790 -3.387 0.041
Cl: -5.230 -4.331 0.554
C: -3.370 -3.421 -1.300
C: -2.378 -2.517 -1.759
C: 1.048 -0.347 0.715
C: -0.072 3.559 -0.518
C: -1.409 3.865 -1.231
C: -0.303 4.941 -1.105
H: -0.822 3.437 2.870
H: -1.326 4.757 1.809
H: -2.163 3.208 1.719
H: 0.910 3.370 1.416
H: -1.188 1.247 1.068
H: 4.274 2.337 5.016
H: 0.889 -4.434 -4.598
H: 3.275 -4.862 -4.305
H: -1.018 0.199 -1.058
H: -0.372 -0.930 -2.181
H: -1.545 -1.235 1.301
H: -3.258 -2.768 2.012
H: -3.932 -4.054 -2.033
H: -2.108 -2.439 -2.834
H: 0.649 2.971 -1.075
H: -2.228 3.840 -0.579
H: -1.552 3.383 -2.169
H: -0.424 5.645 -0.279
H: 0.088 5.438 -2.002

List of natural (NBO) charges in e, atom by atom: number 1, C, carries -0.6238; number 2, C, carries -0.0437; number 3, N, carries -0.6544; number 4, C, carries 0.3820; number 5, N, carries -0.4697; number 6, C, carries 0.2990; number 7, C, carries 0.7581; number 8, O, carries -0.5571; number 9, O, carries -0.6790; number 10, N, carries -0.3980; number 11, C, carries 0.3284; number 12, N, carries -0.4172; number 13, C, carries 0.3695; number 14, C, carries -0.0268; number 15, N, carries -0.4159; number 16, C, carries -0.0725; number 17, C, carries -0.4196; number 18, S, carries 0.4778; number 19, N, carries -0.3418; number 20, C, carries -0.2266; number 21, C, carries -0.0200; number 22, C, carries -0.2156; number 23, C, carries -0.2187; number 24, C, carries -0.0068; number 25, Cl, carries -0.0224; number 26, C, carries -0.2169; number 27, C, carries -0.2022; number 28, C, carries 0.0197; number 29, C, carries -0.2265; number 30, C, carries -0.4276; number 31, C, carries -0.4221; number 32, H, carries 0.2290; number 33, H, carries 0.2104; number 34, H, carries 0.2007; number 35, H, carries 0.2289; number 36, H, carries 0.3980; number 37, H, carries 0.5087; number 38, H, carries 0.2198; number 39, H, carries 0.2532; number 40, H, carries 0.2313; number 41, H, carries 0.2269; number 42, H, carries 0.2142; number 43, H, carries 0.2279; number 44, H, carries 0.2316; number 45, H, carries 0.2374; number 46, H, carries 0.2109; number 47, H, carries 0.2081; number 48, H, carries 0.2136; number 49, H, carries 0.2071; number 50, H, carries 0.2327

The following is a quantum chemistry calculation of a structure of composition C21H19CuN2O3S3, from the Open Molecules 2025 dataset.

Its total charge is -2. The calculation puts the HOMO energy at -0.0242 Ha. The HOMO-LUMO gap is 5.56 eV. For the LUMO energy, the calculation gives 4.90 eV. Its multiplicity is 1.

CARTESIAN COORDINATES (ANGSTROEM)
Cu: -0.097 0.030 -0.446
C: 2.635 -1.305 1.241
C: 3.187 -0.657 0.006
C: 4.579 -0.514 -0.192
C: 5.039 0.061 -1.337
C: 4.132 0.518 -2.315
C: 4.551 1.111 -3.529
C: 3.601 1.533 -4.420
C: 2.232 1.402 -4.146
C: 1.754 0.835 -2.967
S: 0.063 0.703 -2.662
C: 2.749 0.360 -2.029
N: 2.325 -0.235 -0.889
H: 3.433 -1.628 1.912
H: 2.011 -2.157 0.967
H: 1.984 -0.596 1.753
H: 5.265 -0.860 0.573
H: 6.105 0.180 -1.513
H: 5.611 1.225 -3.731
H: 3.908 1.992 -5.356
H: 1.505 1.764 -4.862
C: -2.530 2.565 -0.338
C: -3.001 1.520 0.628
C: -3.934 1.832 1.646
C: -4.321 0.863 2.522
C: -3.776 -0.436 2.429
C: -4.140 -1.487 3.304
C: -3.545 -2.711 3.147
C: -2.576 -2.935 2.157
C: -2.165 -1.944 1.271
S: -0.944 -2.214 0.089
C: -2.821 -0.656 1.400
N: -2.492 0.318 0.522
H: -3.264 3.368 -0.450
H: -2.319 2.113 -1.306
H: -1.597 2.993 0.039
H: -4.330 2.839 1.719
H: -5.042 1.075 3.306
H: -4.873 -1.307 4.084
H: -3.815 -3.526 3.813
H: -2.105 -3.908 2.081
C: 0.725 2.205 3.766
S: 0.833 2.180 1.975
O: 0.042 3.327 1.546
O: 2.254 2.285 1.681
O: 0.241 0.875 1.633
H: 0.987 3.207 4.102
H: 1.423 1.469 4.162
H: -0.297 1.954 4.044

List of natural (NBO) charges in e, atom by atom: number 1, Cu, carries 0.7880; number 2, C, carries -0.6658; number 3, C, carries 0.2490; number 4, C, carries -0.2581; number 5, C, carries -0.1829; number 6, C, carries -0.0165; number 7, C, carries -0.3061; number 8, C, carries -0.2038; number 9, C, carries -0.2928; number 10, C, carries -0.1162; number 11, S, carries -0.4442; number 12, C, carries 0.1094; number 13, N, carries -0.4294; number 14, H, carries 0.1781; number 15, H, carries 0.2465; number 16, H, carries 0.2776; number 17, H, carries 0.1930; number 18, H, carries 0.1861; number 19, H, carries 0.1819; number 20, H, carries 0.1836; number 21, H, carries 0.2024; number 22, C, carries -0.6697; number 23, C, carries 0.2419; number 24, C, carries -0.2609; number 25, C, carries -0.1889; number 26, C, carries -0.0198; number 27, C, carries -0.3106; number 28, C, carries -0.2041; number 29, C, carries -0.2983; number 30, C, carries -0.1131; number 31, S, carries -0.4524; number 32, C, carries 0.1086; number 33, N, carries -0.4143; number 34, H, carries 0.1791; number 35, H, carries 0.2435; number 36, H, carries 0.2843; number 37, H, carries 0.1942; number 38, H, carries 0.1856; number 39, H, carries 0.1812; number 40, H, carries 0.1826; number 41, H, carries 0.2018; number 42, C, carries -0.8991; number 43, S, carries 2.4191; number 44, O, carries -1.0337; number 45, O, carries -1.0250; number 46, O, carries -1.0576; number 47, H, carries 0.2095; number 48, H, carries 0.2142; number 49, H, carries 0.2219